{
  "formula": "C49H91KN3O15PdS4",
  "method": "ωB97M-V with the def2-TZVPD basis set",
  "homo_energy_ev": [-9.79, -9.79],
  "charge": 1,
  "s_squared": 2.006,
  "spin_multiplicity": 3,
  "mol_weight_g_mol": 1236.059,
  "e_lumo_ev": [-2.61, -4.41],
  "elements": ["K", "Pd", "C", "C", "C", "O", "C", "C", "C", "O", "O", "O", "H", "H", "C", "C", "C", "S", "O", "O", "C", "H", "H", "H", "H", "H", "H", "H", "H", "C", "C", "C", "S", "O", "O", "C", "H", "H", "H", "H", "H", "H", "H", "H", "C", "C", "C", "S", "O", "O", "C", "H", "H", "H", "H", "H", "H", "H", "H", "C", "C", "C", "S", "O", "O", "C", "H", "H", "H", "H", "H", "H", "H", "H", "C", "C", "C", "C", "C", "C", "N", "O", "C", "C", "C", "H", "H", "H", "H", "H", "H", "H", "H", "H", "H", "H", "H", "H", "H", "H", "H", "H", "H", "H", "C", "C", "C", "C", "C", "C", "N", "O", "C", "C", "C", "H", "H", "H", "H", "H", "H", "H", "H", "H", "H", "H", "H", "H", "H", "H", "H", "H", "H", "H", "C", "C", "C", "C", "C", "C", "N", "O", "C", "C", "C", "H", "H", "H", "H", "H", "H", "H", "H", "H", "H", "H", "H", "H", "H", "H", "H", "H", "H", "H"],
  "positions_angstrom": [[2.52186, 4.24589, 1.38345], [-2.51842, -2.59322, -1.04929], [0.71855, 0.30387, -0.99463], [1.09131, 1.23380, -0.01637], [0.46970, 1.24073, 1.37761], [0.80015, 2.10187, 2.22528], [-0.46920, 0.25325, 1.64377], [-0.91463, -0.70237, 0.68699], [-0.31550, -0.62060, -0.73840], [-0.94855, -1.23295, -1.63186], [-1.86694, -1.49533, 0.81430], [2.03460, 1.98671, -0.41368], [1.19210, 0.21628, -1.95918], [-0.87163, 0.18545, 2.64527], [-3.60100, -5.61230, 3.43297], [-2.42216, -4.83885, 4.06283], [-1.73112, -3.97930, 3.02010], [-1.80865, -5.05479, 1.52326], [-0.61677, -5.88584, 1.37910], [-2.29024, -4.20547, 0.43000], [-3.07172, -6.11933, 2.10819], [-4.53043, -5.04491, 3.38804], [-3.83615, -6.47001, 4.06313], [-1.71445, -5.52581, 4.53239], [-2.79652, -4.24427, 4.89913], [-0.75280, -3.57030, 3.25296], [-2.36222, -3.13735, 2.72110], [-2.53929, -7.04065, 2.34323], [-3.83516, -6.31659, 1.35755], [1.78945, -4.71124, -4.61568], [1.70194, -3.18097, -4.68645], [1.08360, -2.68189, -3.34348], [0.50423, -4.10831, -2.34429], [-0.84126, -3.90945, -1.82690], [1.51624, -4.59479, -1.43261], [0.60125, -5.21056, -3.81554], [2.68384, -4.96241, -4.04384], [1.76216, -5.25521, -5.55746], [1.11698, -2.83009, -5.53087], [2.71433, -2.78260, -4.70641], [0.18439, -2.12260, -3.60186], [1.64584, -1.98810, -2.72356], [-0.37939, -4.88628, -4.19247], [0.54181, -6.25942, -3.54187], [6.73767, 2.20872, -1.95197], [7.71065, 3.43269, -1.98771], [7.11905, 4.58640, -1.17132], [5.35925, 4.53123, -1.58005], [5.09514, 5.35904, -2.74997], [4.51307, 4.78711, -0.43150], [5.31496, 2.77829, -2.02118], [6.80731, 1.77160, -0.95654], [7.00814, 1.54252, -2.76262], [7.85355, 3.79626, -3.00516], [8.65391, 3.07168, -1.58258], [7.53153, 5.56530, -1.38395], [7.04694, 4.29488, -0.12016], [4.90879, 2.78658, -3.03472], [4.55233, 2.34026, -1.37618], [-2.41335, 2.82642, -2.76710], [-3.02317, 2.19741, -4.01719], [-3.16332, 0.69967, -3.75690], [-3.86495, 0.69113, -2.08211], [-3.40824, -0.45286, -1.28744], [-5.29570, 0.96974, -2.20056], [-3.07859, 2.19359, -1.54146], [-2.40359, 3.91510, -2.72875], [-1.33990, 2.60505, -2.79100], [-2.54468, 2.47550, -4.96019], [-4.00229, 2.62150, -4.27823], [-2.13691, 0.34080, -3.63667], [-3.85007, 0.09109, -4.33570], [-2.29189, 1.90746, -0.84087], [-3.87148, 2.78065, -1.08513], [-2.98378, 0.03934, 4.66873], [-4.48990, 0.18520, 4.41747], [-5.15523, 1.06082, 5.50017], [-5.05630, 2.58921, 5.30945], [-5.40709, 3.05378, 3.89583], [-4.76871, 2.23326, 2.78288], [-4.78741, 0.78365, 3.10297], [-4.21987, 0.01884, 2.07054], [-5.67546, 2.39847, 1.55905], [-3.35906, 2.76896, 2.54479], [-5.18704, -1.16774, 4.51924], [-2.47107, 0.98799, 4.85297], [-2.46255, -0.43703, 3.83412], [-2.73552, -0.58254, 5.53355], [-6.19657, 0.78103, 5.64890], [-4.59137, 0.90745, 6.42371], [-4.05269, 2.91178, 5.59860], [-5.75944, 3.02889, 6.01727], [-5.00978, 4.06495, 3.78135], [-6.49725, 3.10531, 3.88511], [-5.78304, 3.45899, 1.32493], [-5.23328, 1.89928, 0.69147], [-6.64327, 1.91496, 1.66813], [-3.39476, 3.70610, 1.98273], [-2.75113, 2.93880, 3.43211], [-2.83137, 2.06857, 1.88743], [-6.21350, -1.05013, 4.17348], [-5.20780, -1.49233, 5.56093], [-4.69067, -1.93683, 3.92328], [-3.25596, 0.14897, 2.12686], [1.81365, 5.29654, -6.10055], [1.83320, 4.00185, -6.99931], [3.28090, 3.65128, -7.36147], [4.01673, 2.98188, -6.18838], [3.19594, 1.82174, -5.59971], [1.73371, 2.21986, -5.25841], [1.13380, 2.86067, -6.41761], [-0.22174, 3.14422, -6.17455], [1.00744, 0.88566, -4.95965], [1.79682, 3.02029, -3.96036], [1.15366, 4.35600, -8.32999], [1.89419, 6.09867, -6.83099], [2.67765, 5.31145, -5.43859], [0.91741, 5.40234, -5.49324], [3.40077, 3.02755, -8.24865], [3.84588, 4.56408, -7.56681], [4.23642, 3.77580, -5.47219], [4.95808, 2.55606, -6.54126], [3.65564, 1.64864, -4.62115], [3.25818, 0.90516, -6.18318], [0.13846, 1.00695, -4.30063], [0.55966, 0.46350, -5.86017], [1.68745, 0.22590, -4.42103], [1.73705, 2.38512, -3.06389], [2.65033, 3.66256, -3.73490], [0.91229, 3.61055, -3.67221], [1.69476, 5.08741, -8.92676], [0.15988, 4.78500, -8.15492], [0.88252, 3.47708, -8.91810], [-0.23846, 3.82039, -5.46964], [2.24079, -2.91472, 6.94245], [1.07624, -3.17220, 5.96137], [0.35293, -1.83231, 5.78358], [1.03155, -0.87072, 4.79901], [1.30083, -1.58145, 3.50414], [2.07744, -2.90401, 3.60567], [1.53397, -3.71034, 4.69290], [2.30173, -4.88678, 4.85643], [1.93796, -3.55026, 2.22872], [3.53573, -2.43293, 3.85870], [0.15050, -4.17539, 6.69063], [2.92202, -2.12928, 6.61417], [2.78464, -3.84327, 7.12144], [1.85878, -2.61354, 7.92063], [-0.72257, -1.93017, 5.59301], [0.33079, -1.29173, 6.73545], [1.93810, -0.41422, 5.20636], [0.33577, -0.02769, 4.74282], [1.67837, -0.90896, 2.73076], [0.28942, -1.78076, 3.11105], [2.52779, -4.46987, 2.23652], [0.93165, -3.87056, 1.95991], [2.27880, -2.83302, 1.48453], [4.15359, -3.12151, 4.44201], [4.03178, -2.20314, 2.91384], [3.65645, -1.52748, 4.46044], [0.71651, -5.02184, 7.07065], [-0.59580, -4.47469, 5.94902], [-0.37612, -3.66651, 7.49614], [1.65471, -5.59142, 4.73892]],
  "atomic_forces_ev_per_a": [[-0.1, -0.5, -0.3], [1.2, 2.2, 1.1], [-2.2, -2.6, 0.5], [2.7, 0.6, -2.3], [0.4, 1.0, 0.6], [0.3, -0.1, -1.0], [-1.3, -1.9, -0.5], [1.1, 2.2, -0.5], [0.3, 2.1, 0.9], [-0.1, -1.1, -1.0], [-0.8, -1.0, 0.3], [-1.0, 0.6, 2.1], [0.1, 0.6, -0.1], [0.0, 0.2, 0.0], [0.3, 0.1, 0.5], [-0.3, 0.1, 0.9], [-1.1, -0.2, -0.9], [1.7, 0.5, 0.8], [-1.0, 1.2, -0.4], [-0.2, -1.2, 0.3], [-1.0, -1.1, 0.1], [0.2, 0.3, -0.3], [0.0, 0.0, 0.0], [0.0, -0.2, -0.3], [0.1, 0.2, -0.1], [0.3, -0.6, 0.0], [-0.1, 0.0, 0.1], [0.1, -0.1, -0.4], [0.2, 0.1, -0.1], [-0.5, -0.4, 0.7], [0.6, -0.2, 1.3], [-1.2, 0.3, -0.4], [2.2, -1.1, -1.0], [0.2, -0.6, -0.7], [-0.4, 0.8, 0.1], [-1.8, 1.2, 1.0], [0.1, -0.3, -0.3], [0.4, 0.4, -0.2], [0.0, 0.1, 0.0], [0.0, 0.1, -0.5], [-0.2, -0.1, 0.3], [0.4, -0.4, 0.0], [0.2, -0.5, -0.9], [0.2, 0.0, 0.2], [-0.3, 1.7, 0.8], [-0.2, -0.2, 0.0], [-0.9, -1.2, 0.3], [0.1, 0.8, -1.6], [0.3, -0.7, 0.6], [0.1, -0.2, 0.6], [-0.6, 0.1, -0.7], [0.4, -0.5, -0.2], [-0.3, -0.3, 0.2], [0.1, -0.2, -0.1], [0.2, 0.4, -0.1], [0.0, 0.1, 0.2], [0.6, 0.5, 0.2], [0.1, 0.0, 0.0], [0.2, -0.2, 0.1], [0.6, -0.1, -0.4], [-1.6, 0.9, -1.3], [0.6, 0.5, 1.2], [-1.3, 0.3, -0.7], [-0.7, 0.2, -0.3], [1.4, -0.6, 0.2], [0.9, -0.1, 0.4], [-0.6, 0.0, -0.2], [-0.1, -0.4, 0.3], [0.9, -0.6, 0.3], [-0.3, -0.1, 0.8], [-0.2, -0.7, -0.2], [0.3, 0.1, -0.4], [-0.3, 0.1, 0.4], [0.1, 0.1, 0.1], [0.6, 0.0, 0.2], [-0.1, 0.8, 0.1], [0.8, 0.9, 0.1], [0.2, -0.6, -0.2], [0.1, 0.0, 1.2], [-0.6, -0.5, 0.4], [-0.8, -0.1, 0.3], [0.2, 0.1, 0.0], [0.8, -0.2, -0.8], [0.2, -0.2, -1.0], [0.1, -0.2, -0.3], [-0.2, 0.1, -0.1], [-0.2, -0.1, -0.1], [-0.4, 0.0, 0.1], [0.0, -0.1, -0.1], [-0.4, -0.5, 0.2], [0.0, 0.1, -0.1], [0.2, 0.2, 0.0], [-0.4, 0.1, -0.1], [0.0, -0.2, -0.6], [-0.2, 0.0, 0.0], [0.1, 0.1, 0.0], [-0.1, 0.2, 0.4], [-0.1, 0.1, 0.1], [-0.2, -0.1, 0.2], [0.2, 0.1, 0.1], [0.0, -0.1, 0.0], [0.1, 0.0, 0.0], [0.0, 0.0, -0.1], [-0.1, -0.2, -0.2], [0.6, -0.9, -0.8], [-0.1, 1.2, -0.7], [0.9, -0.4, 0.9], [-0.5, -0.4, -0.8], [0.2, 1.3, 0.7], [0.7, -1.0, 0.3], [0.4, -0.7, -0.2], [0.0, 0.3, 0.3], [-0.9, 0.6, 0.2], [-0.9, 0.4, 2.0], [-1.6, 0.0, 0.2], [-0.1, 0.4, 0.4], [0.0, 0.2, 0.1], [-0.1, 0.1, -0.2], [-0.6, -0.1, -0.1], [-0.4, 0.2, -0.2], [0.0, -0.3, 0.4], [0.1, 0.3, 0.1], [-0.1, -0.6, 0.0], [-0.1, 0.1, -0.3], [0.1, 0.3, 0.1], [0.6, -0.2, -0.2], [0.0, -0.2, -0.3], [0.5, -0.6, -0.4], [0.1, 0.1, -0.7], [-0.1, 0.3, -0.9], [0.3, -0.2, 0.1], [0.2, 0.2, 0.2], [0.6, -0.2, 0.0], [-0.1, -0.1, -0.2], [0.2, -0.2, 0.3], [0.8, 0.6, 1.7], [0.1, 0.6, 0.2], [-0.2, 0.1, 0.8], [-1.9, 0.1, -0.4], [0.5, 2.1, 0.4], [-1.4, -0.3, -1.2], [0.1, 0.1, 0.2], [0.4, -0.9, 0.6], [0.9, -0.3, 0.3], [-0.1, 0.6, -1.2], [0.0, -0.1, -0.1], [0.2, 0.1, -0.2], [-0.2, 0.1, -0.1], [0.1, -0.3, -0.7], [0.2, -0.4, 0.3], [0.1, -0.3, 0.2], [0.1, 0.1, -0.7], [0.6, -0.2, 0.2], [0.2, -0.4, 0.0], [0.2, 0.2, -0.4], [-0.1, 0.2, 0.3], [0.2, -0.2, -0.1], [-0.2, -0.5, -0.5], [0.1, -0.2, 0.0], [-0.7, 0.2, -0.1], [-0.1, -0.1, 0.0], [0.0, -0.3, 0.3], [0.1, -0.1, 0.2], [0.1, 0.0, -0.1]]
}